Model 1:
{"formula": "C4H2O2", "method": "the ωB97M-V functional and the def2-TZVPD basis", "lumo_ev": -1.49, "multiplicity": 1, "species": ["O", "C", "C", "C", "C", "O", "H", "H"], "positions_angstrom": [[1.012, -0.961, -1.548], [1.067, 0.053, -0.898], [0.224, 1.372, 1.041], [0.076, 0.402, 0.162], [-1.122, -0.377, 0.613], [-1.962, 0.168, 1.293], [1.870, 0.798, -1.039], [-1.164, -1.454, 0.376]]}

=====

Model 2:
{"formula": "C4H2O2", "method": "the ωB97M-V functional and the def2-TZVPD basis", "lumo_ev": 0.24, "multiplicity": 1, "smiles": "O=C=C1C=C1O", "species": ["C", "C", "C", "C", "O", "O", "H", "H"], "positions_angstrom": [[-0.758, -1.002, 0.208], [0.531, -0.305, 0.274], [1.767, -0.269, -0.051], [-0.817, 0.339, 0.187], [2.944, -0.064, -0.246], [-1.569, 1.409, -0.100], [-1.187, -2.097, 0.245], [-0.912, 1.989, -0.516]]}

=====

Which of them is the most stable, and which is the least stable? model 2 and model 1, in that order.